1.
27
Properties=species:S:1:pos:R:3:forces:R:3:mulliken_charge:R:1 method="wB97M-V/def2-TZVPD" gap_ha="0.2889 / 0.2890" fmax_ev_per_a=5.23 homo_ha="-0.2597 / -0.2597" de_lowest_kj_mol=244.0 total_energy_ev=-14948.6959 spin_multiplicity=1
C 0.63914 2.43105 0.40402 -1.2123 1.3161 -0.5135 -0.134
C 1.91665 0.81131 0.36968 3.2040 -0.5793 0.4135 -0.299
C -2.52018 -0.52191 -1.32416 1.8492 0.5148 0.7668 -1.286
C -3.01173 -1.49225 1.01007 -0.1530 2.0568 0.7562 -1.575
C 3.73522 1.93137 -1.05928 -4.4405 -0.7674 -2.6632 -0.811
C -0.71348 -1.55994 0.06942 0.0133 1.9323 1.5127 -0.618
C -1.97048 -0.70863 0.17021 -0.1742 -1.8465 -1.9016 0.723
N 0.77361 1.18783 0.80407 -1.7472 -0.9761 1.7686 -0.423
N 1.66390 2.81316 -0.32912 -1.3436 3.0731 -0.1050 -0.934
N 2.50408 1.82949 -0.29356 -0.3383 -0.9650 0.2665 0.689
N 1.37915 -2.25828 0.98796 0.4754 0.7630 0.3645 -1.078
N 0.34942 -1.47015 0.83028 -1.8190 1.9093 0.2912 0.404
H -0.26583 2.99165 0.70063 0.9466 0.0265 -0.7219 0.404
H -2.09243 -1.27620 -2.00297 -1.0175 -0.5958 0.5113 0.298
H -3.58473 -0.42503 -1.23046 -0.5372 -0.2604 -0.6916 0.385
H -2.09488 0.33803 -1.87399 -0.3179 0.3345 0.8726 0.308
H -3.91074 -0.86058 1.16200 -0.1422 -0.5820 -0.9347 0.409
H -2.71359 -1.46999 2.05325 0.7095 -0.7110 0.1889 0.418
H -3.20104 -2.49185 0.66285 -0.2547 -0.2867 -0.1326 0.338
H 4.34284 1.35109 -0.52219 3.1253 -2.4829 1.2436 0.356
H 3.39316 1.52646 -2.09461 1.5692 0.8821 1.5059 0.296
H 4.01889 2.93258 -1.01607 0.5421 1.5617 -0.4088 0.305
H -0.78421 -2.30651 -0.62881 0.1081 -2.1522 -1.4138 0.546
H -1.84174 0.23552 0.62814 0.4621 1.0397 0.4724 0.181
H 1.23017 -3.07167 0.40092 -0.1872 -0.2090 -0.1448 0.213
H 2.44650 -0.01254 0.82672 0.0755 -0.4951 -0.8606 0.358
H 0.31234 -0.45402 1.29501 0.6045 -2.5007 -0.4425 0.525

2.
13
Properties=species:S:1:pos:R:3:forces:R:3:mulliken_charge:R:1 method="wB97M-V/def2-TZVPD" gap_ha=0.3476 fmax_ev_per_a=1.38 homo_ha=-0.3200 de_lowest_kj_mol=39.5 total_energy_ev=-25921.5258 spin_multiplicity=1 smiles=CSSC.O
C -0.48507 0.96503 -0.59609 1.3396 0.3116 -0.0299 -0.746
S -1.14887 0.73781 1.08215 -1.0410 0.0860 -0.2203 -0.081
S 0.07236 -0.54838 2.02969 0.6549 -0.1628 -0.0938 -0.071
C 1.42593 0.51162 2.64799 0.1021 0.5616 0.2311 -0.689
H -0.06785 0.05340 -1.05595 -0.3852 0.2082 0.4161 0.280
H 0.34031 1.67044 -0.40179 -0.1787 -0.2265 -0.7045 0.246
H -1.18500 1.43059 -1.31021 -0.0463 -0.2190 0.7005 0.292
H 1.70639 1.26245 1.89022 -0.1195 -0.4173 0.2787 0.219
H 2.31633 -0.09216 2.89138 -0.4828 0.0499 -0.1879 0.277
H 1.09769 1.03792 3.56006 0.1470 -0.2133 -0.3969 0.269
O -1.32989 -2.24376 -3.19140 -0.0649 -0.2669 -1.1897 -0.640
H -1.70435 -1.70544 -3.92504 0.4035 -0.6247 0.7614 0.322
H -1.03803 -3.07956 -3.62097 -0.3288 0.9132 0.4352 0.322